(1)
24
Properties=species:S:1:pos:R:3:nbo_charge:R:1 method="wB97M-V/def2-TZVPD" max_force_ha_per_bohr=0.0832 total_energy_ev=-24916.5840 relative_energy_kj_mol=481.31 molar_mass_g_mol=193.3 smiles="CS(C)(=O)=NC#Cc1ccccc1" orbital_gap_ev=8.90
C -4.15187 -1.15582 -0.23370 -0.869
S -3.15328 0.28820 -0.34092 2.049
C -2.39350 0.76369 1.17113 -0.888
O -4.08968 1.34647 -0.67191 -0.943
N -2.14825 -0.08118 -1.45835 -0.935
C -0.80270 -0.32654 -1.19384 0.175
C 0.35966 -0.27995 -0.84853 -0.142
C 1.77628 -0.13596 -0.53181 -0.085
C 2.61308 -1.25677 -0.32532 -0.185
C 3.86572 -1.00944 0.23046 -0.204
C 4.34511 0.26622 0.45615 -0.226
C 3.47856 1.32484 0.26524 -0.201
C 2.21377 1.12435 -0.29963 -0.198
H -4.55589 -1.07298 -1.28203 0.278
H -3.50906 -1.99714 -0.05931 0.242
H -5.09237 -1.06325 0.50737 0.251
H -1.68333 -0.03253 1.45300 0.256
H -1.71965 1.55306 0.93603 0.272
H -3.02322 1.12131 1.96191 0.264
H 2.29593 -2.22152 -0.33307 0.213
H 4.51122 -1.91401 0.19278 0.211
H 5.42703 0.38058 0.74036 0.222
H 3.81568 2.37254 0.35660 0.215
H 1.62074 2.00585 -0.69259 0.227


(2)
23
Properties=species:S:1:pos:R:3:nbo_charge:R:1 method="wB97M-V/def2-TZVPD" max_force_ha_per_bohr=0.1268 total_energy_ev=-22869.1720 relative_energy_kj_mol=323.00 molar_mass_g_mol=177.3 smiles="CC1(C)C=CN=C1c1cccs1" orbital_gap_ev="6.25 / 7.58"
C 1.47239 -0.66667 1.16883 -0.575
C 1.28024 0.25214 -0.08319 -0.264
C 1.48869 -0.49460 -1.37267 -0.574
C 2.04810 1.50821 -0.07046 -0.159
C 1.19782 2.62246 0.01459 -0.048
N -0.09286 2.42121 -0.08061 -0.360
C -0.11057 0.71699 -0.16867 0.259
C -1.29475 0.06311 -0.11494 -0.253
C -1.53458 -1.28450 0.08448 -0.240
C -2.91599 -1.50789 0.22111 -0.258
C -3.67996 -0.37041 0.14822 -0.373
S -2.77343 1.07930 -0.17446 0.445
H 2.18499 -1.50196 0.84809 0.210
H 0.56336 -1.25339 1.48998 0.222
H 1.84719 -0.11482 1.96760 0.222
H 0.58526 -1.17277 -1.41181 0.213
H 2.54015 -0.97246 -1.43526 0.222
H 1.36915 0.28859 -2.27866 0.230
H 3.16736 1.49004 0.21632 0.213
H 1.55752 3.56517 0.25473 0.200
H -0.73148 -1.87964 0.03656 0.215
H -3.41860 -2.31818 0.63373 0.221
H -4.75001 -0.46992 0.10650 0.232


(3)
23
Properties=species:S:1:pos:R:3:nbo_charge:R:1 method="wB97M-V/def2-TZVPD" max_force_ha_per_bohr=0.0595 total_energy_ev=-22869.4521 relative_energy_kj_mol=295.98 molar_mass_g_mol=177.3 smiles="[H]/N=C1/C(C)(C)[C@]12C=CC=CC2=S" orbital_gap_ev="7.28 / 7.28"
H 0.42430 0.50066 -3.16788 0.352
N 1.06381 0.89505 -2.48324 -0.556
C 0.75667 0.58950 -1.28293 0.379
C 1.11178 0.85058 0.08201 -0.040
C 0.94039 2.25078 0.68703 -0.616
C 2.15949 0.01940 0.85692 -0.606
C -0.19499 -0.06925 -0.26910 -0.267
C 0.00850 -1.50662 -0.28658 -0.124
C -1.05330 -2.33945 -0.23854 -0.246
C -2.38790 -1.90801 -0.01912 -0.166
C -2.56922 -0.58499 0.19287 -0.217
C -1.52820 0.39680 -0.02396 -0.092
S -2.10493 1.89551 0.32142 -0.056
H 1.80651 2.48812 1.45718 0.220
H -0.04608 2.19674 1.28348 0.251
H 0.80729 2.99726 -0.07365 0.234
H 2.87338 -0.07487 0.09335 0.224
H 1.78609 -0.91631 1.27472 0.221
H 2.62273 0.50041 1.67414 0.225
H 1.07909 -1.72105 -0.30456 0.223
H -0.96711 -3.34522 -0.33421 0.205
H -3.00543 -2.77359 0.05666 0.221
H -3.58288 -0.34142 0.50401 0.232


(4)
22
Properties=species:S:1:pos:R:3:nbo_charge:R:1 method="wB97M-V/def2-TZVPD" max_force_ha_per_bohr=0.0769 total_energy_ev=-19833.1529 relative_energy_kj_mol=317.69 molar_mass_g_mol=162.2 smiles="CC1=C2C=CC=C[C@@]2(P)C=C1" orbital_gap_ev=7.50
C 1.56810 -2.38796 0.70785 -0.666
C 1.04738 -1.13576 0.17502 0.037
C -0.15187 -0.51693 0.41742 -0.083
C -1.11520 -0.41745 1.46746 -0.195
C -2.03075 0.56526 1.51678 -0.227
C -1.91604 1.76211 0.74041 -0.227
C -0.82667 1.92882 -0.00969 -0.181
C -0.20014 0.67194 -0.47249 -0.339
P -1.09892 0.42348 -2.18544 0.357
C 1.14437 0.79625 -0.98661 -0.153
C 1.91364 -0.18765 -0.61170 -0.258
H 0.84140 -3.16232 0.90488 0.226
H 2.17376 -2.45047 1.58980 0.231
H 2.22437 -2.95252 0.00988 0.221
H -1.29751 -1.05766 2.34193 0.223
H -2.73318 0.60809 2.43587 0.215
H -2.75692 2.51350 0.86062 0.220
H -0.38599 2.78614 -0.55029 0.219
H -0.18671 -0.52359 -2.91697 -0.011
H -0.52517 1.29846 -3.02783 -0.038
H 1.41900 1.73906 -1.55370 0.215
H 2.89306 -0.30078 -0.85320 0.212